1.
Below is an isolated molecule of C3H9BS at a distorted geometry, with properties calculated with wB97M-V/def2-TZVPD.

The geometry in XYZ format:
```
14
C3H9BS wB97M-V/def2-TZVPD
C -0.8780 -0.1248 -2.2210
S 0.6558 0.3155 -1.3985
B 0.4997 0.0344 0.3639
C 1.0148 -1.1846 1.1404
C -0.1064 1.2852 1.1050
H -0.9001 -0.9331 -2.9410
H -1.3814 0.7365 -2.5776
H -1.4310 -0.5475 -1.3822
H 0.6740 -2.1826 0.8723
H 0.6033 -0.9162 2.1130
H 2.1031 -1.2110 1.2138
H -0.5650 1.9341 0.3475
H -0.9228 0.9247 1.7789
H 0.6340 1.8694 1.5857
```

Summary:
E_HOMO = -0.3034 Ha
LUMO energy = 0.29 eV
frontier orbital gap = 0.31427 hartree
total energy = -14768.06870 eV
relative energy (zero: lowest compared OMol25 entry of this formula, charge and spin) = 0.8091 eV
multiplicity = 1

=====

2.
Below is a structure of composition C3H9BrNa2O4P at a distorted geometry, with properties calculated with wB97M-V/def2-TZVPD.

The geometry in XYZ format:
```
20
C3H9BrNa2O4P wB97M-V/def2-TZVPD
Na -2.2152 11.3761 15.3231
Na -2.0120 14.1948 17.8169
Br -0.2794 11.8267 17.5613
C -0.8840 7.9646 17.3801
O -2.0061 7.1786 17.1633
P -3.3884 7.6396 16.3732
O -3.4279 9.0544 16.0057
O -3.4904 6.5508 15.1822
C -2.8892 6.7067 13.9277
O -4.5133 7.2818 17.3700
C -4.8563 5.9456 17.6598
H -0.1438 7.6832 16.6311
H -0.5817 7.7640 18.4079
H -1.2025 9.0062 17.3372
H -3.1918 5.9301 13.2252
H -1.8187 6.5059 13.8835
H -3.0099 7.6691 13.4305
H -4.3558 5.2412 16.9954
H -5.9452 5.9307 17.6120
H -4.6376 5.7442 18.7085
```

Summary:
E_HOMO = -0.4529 Ha
LUMO energy = -4.60 eV
charge = +1
frontier orbital gap = 0.28405 hartree
total energy = -99610.09320 eV
relative energy (zero: lowest compared OMol25 entry of this formula, charge and spin) = 1.0357 eV
multiplicity = 1